{
  "formula": "C23H40IN5O3S",
  "method": "ωB97M-V with the def2-TZVPD basis set",
  "smiles": "CCOC[C@](C#N)(CCSc1nnco1)[C@@](C#N)(COCC)C[C@H](C)I.CCN(CC)CC",
  "e_homo_ha": -0.3046,
  "largest_force_ha_per_bohr": 0.07625,
  "charge": 0,
  "homo_lumo_gap_ev": 8.5806,
  "elements": ["C", "C", "O", "C", "C", "C", "N", "C", "C", "S", "C", "N", "N", "C", "O", "C", "C", "N", "C", "O", "C", "C", "C", "C", "C", "I", "H", "H", "H", "H", "H", "H", "H", "H", "H", "H", "H", "H", "H", "H", "H", "H", "H", "H", "H", "H", "H", "H", "H", "H", "H", "C", "C", "N", "C", "C", "C", "C", "H", "H", "H", "H", "H", "H", "H", "H", "H", "H", "H", "H", "H", "H", "H"],
  "coordinates": [[6.44, 1.87, 3.15], [4.86, 1.73, 3.43], [4.23, 2.64, 2.51], [2.89, 2.20, 2.16], [2.83, 1.72, 0.63], [3.79, 0.50, 0.58], [4.27, -0.52, 0.43], [3.48, 2.94, -0.15], [3.34, 3.00, -1.71], [3.96, 1.52, -2.62], [3.80, 2.06, -4.36], [3.46, 1.35, -5.45], [3.47, 2.30, -6.45], [3.79, 3.50, -5.94], [4.04, 3.40, -4.56], [1.30, 1.40, 0.33], [0.61, 2.81, 0.23], [0.07, 3.82, 0.22], [1.01, 0.78, -1.13], [1.67, -0.45, -1.35], [1.42, -0.95, -2.66], [2.14, -2.35, -2.86], [0.61, 0.39, 1.33], [-0.68, 0.84, 2.10], [-1.97, 1.08, 1.17], [-0.42, 2.38, 3.61], [7.05, 1.59, 4.05], [6.63, 2.91, 2.77], [6.64, 1.19, 2.27], [4.65, 2.08, 4.48], [4.62, 0.65, 3.25], [2.65, 1.38, 2.88], [2.24, 3.10, 2.34], [4.59, 2.91, 0.07], [3.12, 3.89, 0.33], [2.28, 3.30, -1.97], [3.97, 3.87, -2.06], [3.88, 4.50, -6.42], [1.10, 1.53, -1.96], [-0.10, 0.53, -1.09], [0.31, -1.03, -2.89], [1.86, -0.28, -3.46], [3.26, -2.25, -2.75], [1.79, -3.07, -2.08], [1.98, -2.75, -3.91], [0.29, -0.54, 0.75], [1.31, -0.04, 2.11], [-0.98, -0.07, 2.71], [-2.03, 0.31, 0.36], [-2.85, 0.99, 1.88], [-1.98, 2.14, 0.80], [-3.13, -2.67, 1.43], [-4.15, -3.06, 0.37], [-5.29, -3.79, 0.89], [-6.10, -4.41, -0.15], [-6.81, -3.49, -1.15], [-6.04, -3.14, 1.95], [-6.62, -1.75, 1.67], [-2.81, -3.54, 2.00], [-2.25, -2.23, 0.96], [-3.54, -1.93, 2.13], [-3.63, -3.69, -0.36], [-4.45, -2.15, -0.18], [-6.84, -5.07, 0.31], [-5.45, -5.09, -0.72], [-7.67, -3.00, -0.70], [-7.19, -4.09, -1.98], [-6.15, -2.74, -1.57], [-5.38, -3.05, 2.83], [-6.84, -3.80, 2.29], [-5.90, -1.08, 1.19], [-6.91, -1.28, 2.62], [-7.52, -1.80, 1.06]],
  "mulliken_charge": [-1.1115, -0.1614, -0.3681, -1.1951, 1.6697, -0.4365, -0.6397, -1.6320, -0.8137, -0.0636, 0.4333, -0.2597, -0.4511, 0.0335, -0.1979, 2.8644, -0.9442, -0.6611, -1.6812, -0.1967, -0.0975, -1.1625, -0.3249, -0.7898, -0.9952, 0.0667, 0.3828, 0.2508, 0.2414, 0.3427, 0.2745, 0.4383, 0.3648, 0.4733, 0.4551, 0.3729, 0.6451, 0.3702, 0.4630, 0.5703, 0.2702, 0.0847, 0.2439, 0.3051, 0.3785, 0.2653, 0.3867, 0.6152, 0.1258, 0.4018, 0.3897, -1.1439, -0.4064, 0.1105, -0.6865, -0.9568, -0.7057, -0.8857, 0.3423, 0.2521, 0.2718, 0.4454, 0.1965, 0.3499, 0.3975, 0.2209, 0.3987, 0.2693, 0.3419, 0.3640, 0.1946, 0.3650, 0.2683]
}